(1)
50
Properties=species:S:1:pos:R:3 method="wB97M-V/def2-TZVPD" lumo_energy_ev=-6.26
Br -5.10 -3.95 -5.02
Cl -2.60 1.88 -2.57
Cl -0.38 1.44 -4.40
Cl -2.86 2.64 -5.37
S 0.47 -1.68 -1.30
P -4.74 -0.96 -2.29
Mg 4.46 2.04 8.21
F -2.65 3.64 -7.75
F -3.05 4.52 -1.95
O 3.88 0.64 1.68
O 4.19 2.64 6.09
O 2.98 3.24 4.42
O 5.05 2.75 4.12
N -1.11 -1.20 -1.89
N -4.78 -1.73 -3.75
N 4.07 2.88 4.88
N 4.72 3.37 1.28
N 0.19 -2.76 0.06
C -5.67 -4.66 3.53
C -2.04 -1.94 -0.94
C -2.09 -3.75 1.43
C -3.70 -1.91 -0.98
C 4.97 2.36 0.23
C 3.96 2.56 -0.89
C 4.98 0.93 0.82
C 2.68 0.30 1.01
C -4.49 -2.75 0.18
C -4.71 -4.43 2.50
C -1.31 -2.86 0.25
C -2.15 1.48 -4.23
C -3.76 -3.65 1.37
Be -1.46 -5.69 3.10
H 3.99 1.73 -1.60
H -1.52 -4.39 2.23
H 2.08 -0.32 1.67
H -2.54 0.49 -4.47
H -5.68 -2.74 0.21
H 2.86 -0.25 0.08
H 2.93 2.66 -0.53
H 2.10 1.21 0.80
H 5.46 3.30 1.98
H -6.45 -4.66 4.44
H -6.14 -0.90 -1.87
H 5.97 2.55 -0.19
H 3.88 3.08 1.79
H -4.24 0.38 -2.44
H 5.88 0.83 1.44
H -5.79 -1.98 -3.95
H 5.06 0.18 0.02
H 4.19 3.48 -1.45



(2)
36
Properties=species:S:1:pos:R:3 method="wB97M-V/def2-TZVPD" lumo_energy_ev=0.60 smiles="COCCCNC(=O)CCSc1ccc(Cl)cc1" e_above_lowest_kcal_mol=1.5
Cl 1.61 -3.85 -0.44
S 1.99 2.14 1.33
O -4.94 0.02 0.75
O 0.10 1.58 -2.28
N -0.90 1.17 -0.29
C -1.40 -0.13 -0.65
C -0.18 1.93 -1.15
C 2.17 -1.25 -0.90
C 1.73 -2.19 0.02
C 2.27 0.08 -0.54
C 0.28 3.26 -0.58
C -3.54 -0.11 0.73
C 1.90 0.47 0.74
C 1.74 3.19 -0.15
C 1.40 -1.81 1.31
C 1.47 -0.48 1.67
C -5.64 -1.14 0.35
C -2.93 -0.18 -0.68
H 0.19 4.01 -1.37
H -1.01 -0.88 0.05
H -6.69 -0.94 0.57
H 2.37 2.83 -0.96
H -3.18 0.78 1.25
H 1.21 -0.17 2.66
H -1.07 1.50 0.64
H -3.23 -1.00 1.31
H -5.31 -2.02 0.91
H 2.44 -1.56 -1.90
H -3.23 -1.11 -1.16
H 2.10 4.17 0.17
H -3.31 0.65 -1.27
H -1.01 -0.35 -1.65
H -0.34 3.56 0.27
H 2.62 0.79 -1.27
H 1.07 -2.55 2.03
H -5.53 -1.34 -0.72



(3)
38
Properties=species:S:1:pos:R:3 method="wB97M-V/def2-TZVPD" lumo_energy_ev="-8.76 / -9.68" total_charge=+2 e_above_lowest_kcal_mol=14.8
Sn -0.27 0.27 0.20
F -1.40 -0.62 -1.86
F 2.91 -0.07 -3.72
F 2.07 -1.19 -5.99
F -2.22 -1.77 -4.17
N 1.05 0.37 -1.59
N 0.97 2.12 0.45
C 1.22 -1.06 -4.99
C -0.98 -1.35 -4.06
C -0.09 -1.50 -5.13
C 1.66 -0.48 -3.82
C 2.28 1.48 0.15
C -0.47 2.88 2.38
C 0.78 -0.28 -2.72
C -0.81 3.01 -1.07
C 0.93 2.53 1.89
C 0.56 3.24 -0.45
C 2.35 0.94 -1.26
C -2.14 -0.56 1.05
C -0.55 -0.76 -2.91
H -2.14 -0.21 2.08
H -1.10 3.84 -1.72
H -1.97 -1.63 0.94
H -1.17 2.04 2.24
H -0.82 2.11 -1.70
H 2.61 1.70 -2.00
H 0.54 4.16 0.13
H -0.41 -1.97 -6.05
H -1.58 2.93 -0.29
H 1.34 1.70 2.48
H 1.31 3.37 -1.23
H 3.16 0.21 -1.30
H -0.88 3.75 1.87
H 2.38 0.65 0.85
H -0.44 3.10 3.44
H 1.60 3.38 2.03
H -2.96 -0.18 0.45
H 3.11 2.17 0.35



(4)
34
Properties=species:S:1:pos:R:3 method="wB97M-V/def2-TZVPD" lumo_energy_ev=3.45 total_charge=-1 e_above_lowest_kcal_mol=0.0
Lu -0.07 -0.21 0.13
N -1.76 -1.26 -0.26
N -0.02 -0.12 2.46
C -0.57 -0.60 4.62
C 0.90 1.16 -1.80
C 1.18 -1.87 -0.61
C 0.45 0.37 4.63
C -1.20 1.74 -1.00
C 1.80 1.61 2.81
C 0.78 0.65 3.29
C -0.26 -2.33 -0.57
C -0.22 2.39 -0.18
C -0.50 0.99 -2.01
C -1.85 -1.84 2.74
C 1.08 2.03 -0.67
C -0.85 -0.89 3.27
H -2.56 -1.81 -0.53
H 0.93 0.84 5.49
H -1.07 -1.07 5.46
H 1.48 2.64 3.02
H 2.03 2.43 -0.32
H -2.56 -1.36 2.06
H -2.40 -2.29 3.58
H 2.00 1.52 1.73
H -0.38 -3.09 0.22
H 1.54 -1.79 -1.62
H -0.97 0.45 -2.83
H -0.52 -2.68 -1.56
H -0.42 3.10 0.62
H -1.36 -2.66 2.18
H 1.70 0.77 -2.43
H 2.74 1.44 3.35
H 1.80 -2.44 0.05
H -2.27 1.86 -0.92



(5)
36
Properties=species:S:1:pos:R:3 method="wB97M-V/def2-TZVPD" lumo_energy_ev=0.74 smiles="CC(C)c1cc(C(N)=O)c(NC(=O)C2CCC2)s1" e_above_lowest_kcal_mol=0.0
S -0.02 1.66 -0.14
O -2.36 0.84 -0.73
O 0.74 -2.77 0.44
N -0.98 -0.85 -0.20
N 2.85 -2.25 0.99
C 0.09 -0.04 0.03
C 1.60 -1.90 0.61
C -2.19 -0.36 -0.59
C -3.41 -2.41 0.36
C -2.82 -2.57 -1.72
C -3.25 -1.41 -0.80
C -2.83 -3.53 -0.52
C 1.34 -0.48 0.42
C 2.30 3.17 0.39
C 2.27 3.84 -0.99
C 2.23 0.62 0.58
C 1.66 1.82 0.32
C 1.58 4.05 1.42
H -1.84 -3.85 -0.21
H 0.54 4.19 1.13
H 1.60 3.57 2.40
H -4.17 -0.90 -1.10
H -0.77 -1.85 -0.06
H 3.34 3.04 0.70
H 3.26 0.52 0.88
H -3.57 -2.81 -2.47
H -4.45 -2.57 0.63
H 3.06 -3.22 1.13
H 2.75 4.81 -0.94
H 2.06 5.02 1.50
H 1.24 3.98 -1.31
H -1.86 -2.45 -2.21
H 3.57 -1.57 1.14
H 2.78 3.22 -1.72
H -3.46 -4.41 -0.63
H -2.85 -2.17 1.26



(6)
37
Properties=species:S:1:pos:R:3 method="wB97M-V/def2-TZVPD" lumo_energy_ev=0.50 smiles="CCN(CC(=O)NC1CC1)S(=O)(=O)c1ccccc1" e_above_lowest_kcal_mol=59.9
S -1.06 -1.18 0.84
O -0.22 -0.97 1.98
O 2.98 -0.61 -1.24
O -2.14 -2.12 0.96
N 2.16 0.00 0.80
N -0.07 -1.56 -0.42
C -1.76 0.39 0.31
C -0.23 -0.78 -2.75
C -1.45 2.65 -0.39
C -3.66 1.73 -0.21
C -0.91 1.44 0.02
C 4.20 1.52 0.46
C -2.82 2.79 -0.50
C 1.30 -1.99 -0.19
C -3.13 0.52 0.20
C 2.26 -0.79 -0.28
C 2.84 1.25 1.03
C 3.01 2.26 -0.07
C -0.68 -1.80 -1.71
H 4.64 0.77 -0.17
H 1.36 -2.44 0.80
H -0.53 0.22 -2.47
H 2.88 3.30 0.17
H 2.62 1.62 2.02
H -3.24 3.73 -0.82
H -3.75 -0.33 0.44
H 4.91 2.05 1.09
H -4.73 1.84 -0.30
H -1.76 -1.73 -1.55
H 1.46 -0.26 1.49
H -0.80 3.48 -0.62
H 1.58 -2.72 -0.95
H -0.66 -1.02 -3.72
H 0.86 -0.80 -2.84
H 2.67 1.98 -1.06
H -0.46 -2.81 -2.05
H 0.16 1.31 0.11



(7)
39
Properties=species:S:1:pos:R:3 method="wB97M-V/def2-TZVPD" lumo_energy_ev=0.37 smiles="N[C@@H](Cc1ccccc1)C(=O)O.N[C@@H](CC(=O)O)C(=O)O" e_above_lowest_kcal_mol=103.7
O 0.68 2.71 5.03
O -1.45 1.96 0.46
O -0.91 1.22 4.37
O -0.07 3.48 1.50
O -2.31 0.91 -1.62
O -1.32 -0.97 -0.66
N 2.14 0.39 3.25
N -2.51 -0.62 -4.35
C 0.21 1.03 1.81
C -0.42 2.35 1.26
C -1.87 -1.11 -3.04
C -0.38 -1.13 -3.52
C 1.49 -1.03 -1.96
C 0.17 1.76 4.22
C -1.93 -0.26 -1.71
C 1.84 -3.74 -1.78
C 1.10 1.40 2.97
C 0.62 -1.84 -2.68
C 2.77 -2.91 -1.15
C 2.48 -1.52 -1.09
C 0.74 -3.23 -2.48
H 1.58 2.29 2.70
H 1.27 0.01 -1.92
H -1.32 1.11 0.15
H -0.35 -1.53 -4.43
H -1.27 -1.81 -0.88
H 3.66 -3.36 -0.79
H -0.09 -0.08 -3.63
H -0.02 3.03 5.54
H 2.06 -4.73 -1.82
H -2.16 -2.07 -2.79
H 0.84 0.65 0.98
H 2.23 0.43 4.09
H -3.42 -0.86 -4.44
H 0.12 -3.91 -3.06
H 3.12 -0.83 -0.69
H -2.56 0.37 -4.22
H 1.83 -0.42 3.11
H -0.69 0.32 2.09